{
  "formula": "C8H14NO2S",
  "method": "ωB97M-V with the def2-TZVPD basis set",
  "homo_energy_ev": [-11.9, -11.9],
  "de_lowest_kj_mol": 489.61,
  "fmax_ev_per_a": 3.9,
  "charge": 1,
  "multiplicity": 1,
  "total_energy_ha": -916.22492,
  "symbols": ["C", "C", "C", "C", "C", "C", "C", "C", "N", "O", "O", "S", "H", "H", "H", "H", "H", "H", "H", "H", "H", "H", "H", "H", "H", "H"],
  "xyz": [[0.663, -0.389, -0.802], [-1.274, -1.210, 1.402], [-0.112, 0.756, -0.681], [2.582, -1.796, -0.605], [-2.666, -0.758, 0.804], [-1.544, 0.722, -0.938], [-2.444, 0.661, 0.302], [1.469, 2.480, -0.102], [1.903, -0.582, -0.251], [-0.463, -0.467, 1.829], [0.309, 1.949, -0.191], [2.485, 0.529, 0.919], [0.182, -1.301, -1.187], [-1.170, -2.236, 1.348], [1.896, -2.507, -0.948], [3.100, -2.194, 0.271], [3.383, -1.599, -1.395], [-3.039, -1.480, 0.000], [-3.407, -0.637, 1.645], [-1.795, -0.192, -1.495], [-2.034, 1.480, -1.515], [-3.454, 0.960, 0.121], [-1.784, 1.239, 1.174], [1.457, 3.245, 0.683], [2.088, 2.718, -0.869], [3.669, 0.612, 0.480]],
  "forces_ev_per_angstrom": [[-1.16, 2.23, 0.62], [-3.72, 0.78, -1.06], [1.39, -1.97, -1.78], [3.46, 1.00, 0.07], [1.16, 0.03, 0.83], [-2.43, -1.20, -0.27], [2.22, 0.22, 2.40], [-1.27, -0.04, 3.21], [-0.28, 0.96, 0.18], [1.47, 1.01, 0.94], [-1.05, 0.23, 0.58], [-2.91, -0.66, 0.10], [0.21, 0.63, 0.15], [0.87, -2.77, 0.23], [-1.05, -0.99, -0.56], [-0.11, -0.11, -0.10], [-1.07, -0.36, 0.80], [0.47, 0.89, 1.20], [0.64, -0.78, -0.72], [0.44, 0.09, -0.13], [0.82, 1.03, -0.75], [-0.23, 1.43, -0.20], [-2.58, -1.08, -1.99], [0.24, -0.25, -0.04], [1.98, -0.46, -2.71], [2.49, 0.14, -1.01]]
}

{
  "formula": "C6H12N2O2",
  "method": "ωB97M-V with the def2-TZVPD basis set",
  "homo_energy_ev": -8.2,
  "de_lowest_kj_mol": 431.25,
  "fmax_ev_per_a": 3.9,
  "multiplicity": 1,
  "smiles": "CC=C=C(O)O.[H]/N=C/CN",
  "total_energy_ha": -495.67327,
  "symbols": ["C", "C", "C", "C", "C", "C", "N", "N", "O", "O", "H", "H", "H", "H", "H", "H", "H", "H", "H", "H", "H", "H"],
  "xyz": [[-1.456, -1.419, 0.349], [-1.244, -0.139, 0.212], [-1.516, 1.135, 0.427], [-0.722, -2.717, 0.261], [1.692, 1.094, 0.010], [1.264, 0.645, -1.315], [0.743, 1.432, -2.204], [1.919, 0.069, 1.001], [-1.248, 1.867, 1.506], [-1.956, 1.818, -0.613], [-2.446, -1.704, 0.767], [-1.411, -3.624, 0.307], [-0.181, -2.744, -0.692], [0.084, -2.856, 0.886], [2.647, 1.678, -0.259], [0.850, 1.759, 0.255], [1.454, -0.404, -1.520], [-2.099, 2.791, -0.325], [0.500, 0.820, -2.954], [1.126, -0.520, 0.959], [-0.749, 1.481, 2.174], [2.750, -0.461, 0.770]],
  "forces_ev_per_angstrom": [[-2.07, -0.95, 1.74], [0.84, -0.65, 0.87], [0.45, -1.82, -0.84], [-0.87, -0.61, -3.02], [1.11, 1.83, -0.67], [-0.87, 0.48, -2.32], [0.89, -1.11, 2.15], [0.77, 0.92, -0.01], [-1.55, 2.28, -1.31], [-1.06, 3.72, 0.28], [0.11, 0.67, -0.31], [0.89, 1.37, -0.02], [-0.32, -0.28, -0.34], [1.51, -0.11, 2.23], [-1.28, -0.48, 1.12], [0.92, 0.27, 0.66], [-0.14, -0.47, -0.17], [0.43, -2.20, -0.76], [-0.21, -0.13, -1.15], [-0.82, -1.01, 0.20], [1.36, -1.62, 1.59], [-0.09, -0.11, 0.08]]
}

{
  "formula": "C7H12N2O",
  "method": "ωB97M-V with the def2-TZVPD basis set",
  "homo_energy_ev": -8.3,
  "de_lowest_kj_mol": 292.23,
  "fmax_ev_per_a": 5.4,
  "multiplicity": 1,
  "smiles": "[H]/N=C(\\N)OC/C=C(/C)C=C",
  "total_energy_ha": -458.57756,
  "symbols": ["C", "C", "C", "C", "C", "C", "C", "N", "N", "O", "H", "H", "H", "H", "H", "H", "H", "H", "H", "H", "H", "H"],
  "xyz": [[0.992, -1.471, 0.841], [-2.346, 1.305, 0.779], [-0.079, -1.448, -0.152], [-1.583, 0.247, 0.881], [2.123, 0.424, 0.075], [-2.020, -0.601, -1.436], [-1.129, -0.607, -0.151], [3.310, 0.977, -0.317], [1.052, 1.047, 0.211], [2.205, -0.905, 0.290], [1.263, -2.495, 1.048], [0.719, -1.083, 1.795], [-2.601, 2.100, 1.613], [-2.914, 1.638, -0.228], [0.248, -2.099, -1.073], [-1.111, 0.223, 1.787], [-2.050, 0.527, -1.690], [-3.044, -0.998, -1.142], [-1.512, -1.218, -2.109], [3.217, 1.865, -0.878], [4.137, 0.575, -0.144], [1.123, 1.998, -0.001]],
  "forces_ev_per_angstrom": [[0.54, -1.04, 0.01], [-3.57, 3.76, -1.60], [0.00, -0.44, -1.70], [0.22, 1.05, 0.04], [0.92, -0.25, -0.17], [-0.56, 2.13, 2.97], [-0.97, -2.44, -3.05], [-3.51, 3.24, -1.98], [-1.31, -0.73, 0.50], [0.03, 0.33, 0.63], [0.30, -0.41, -0.06], [0.00, 0.99, 0.62], [0.88, -2.12, -1.46], [1.42, -1.02, 2.34], [-1.22, 1.44, 1.54], [1.29, -0.67, 2.41], [-0.25, -2.08, -0.33], [1.13, 0.66, -0.72], [0.31, -0.66, -1.54], [0.61, -1.75, 1.24], [3.48, -1.72, 0.45], [0.27, 1.75, -0.16]]
}

{
  "formula": "C4H3NO3",
  "method": "ωB97M-V with the def2-TZVPD basis set",
  "homo_energy_ev": -11.1,
  "de_lowest_kj_mol": 276.30,
  "fmax_ev_per_a": 5.3,
  "multiplicity": 1,
  "smiles": "N#C[C@H]1O[C@@H]1C(=O)O",
  "total_energy_ha": -434.62210,
  "symbols": ["C", "C", "C", "C", "H", "H", "H", "N", "O", "O", "O"],
  "xyz": [[-0.538, -1.129, -1.164], [-0.114, -0.710, 0.306], [0.162, 0.844, 0.504], [0.107, 1.600, 1.797], [0.893, -0.112, -1.770], [-0.449, -1.590, 1.001], [-0.043, 1.468, -0.269], [-0.002, 2.245, 2.784], [0.133, -0.552, -2.165], [-1.361, -1.943, -1.405], [1.212, -0.120, 0.380]],
  "forces_ev_per_angstrom": [[0.78, 0.38, 0.67], [0.07, 0.52, -0.50], [0.14, -3.69, 3.74], [-0.68, 1.05, 2.45], [0.46, 0.29, -0.10], [0.81, 2.38, -0.65], [-0.37, 1.57, -2.59], [0.48, -2.26, -3.49], [0.33, 0.38, 0.31], [-0.94, -0.54, 0.60], [-1.09, -0.08, -0.44]]
}